1.
Density functional theory data (ωB97M-V with the def2-TZVPD basis set) for C3H2O2Y as an isolated structure at a distorted geometry.

Results
- Energy: -303.27297 Eh
- LUMO energy (alpha / beta): -10.134 / -10.423 eV
- HOMO-LUMO gap (alpha / beta): 4.361 / 6.146 eV
- Total charge: +2
- 2S+1: 2
- Highest occupied orbital energy (alpha / beta): -14.5 / -16.6 eV

Positions of all 8 atoms, in Å:
O1 0.614 -1.707 1.336
C1 -0.448 -3.668 1.593
C2 0.088 -3.743 0.488
H1 -1.112 -3.699 2.442
H2 0.374 -3.882 -0.542
C3 0.898 -0.282 0.860
O2 0.845 0.570 0.078
Y1 0.437 2.046 -1.961

***

2.
Density functional theory data (ωB97M-V with the def2-TZVPD basis set) for an isolated molecule of C21H27NO5S.

Results
- Energy: -1645.56476 Eh
- SMILES: CCOc1ccc(CNC(=O)CCS(=O)(=O)Cc2ccccc2C)cc1OC
- LUMO energy: 0.653 eV
- HOMO-LUMO gap: 8.534 eV
- Total charge: 0
- 2S+1: 1
- Highest occupied orbital energy: -7.9 eV

Positions of all 55 atoms, in Å:
C1 7.777 -2.161 -0.491
C2 6.445 -2.711 -0.976
O1 5.433 -1.841 -0.517
C3 4.139 -2.113 -0.832
C4 3.706 -3.197 -1.576
C5 2.354 -3.380 -1.839
C6 1.421 -2.479 -1.367
C7 -0.048 -2.657 -1.646
N1 -0.845 -2.559 -0.439
C8 -1.760 -1.596 -0.249
O2 -2.078 -0.796 -1.111
C9 -2.441 -1.618 1.116
C10 -2.946 -0.229 1.442
S1 -1.513 0.919 1.435
O3 -1.615 1.737 2.617
O4 -0.305 0.133 1.323
C11 -1.608 1.993 -0.049
C12 -2.942 2.641 -0.147
C13 -3.918 2.027 -0.928
C14 -5.191 2.560 -1.024
C15 -5.498 3.721 -0.338
C16 -4.528 4.343 0.428
C17 -3.244 3.822 0.538
C18 -2.218 4.526 1.371
C19 1.845 -1.383 -0.617
C20 3.186 -1.189 -0.341
O5 3.691 -0.157 0.382
C21 2.807 0.856 0.806
H1 7.779 -2.106 0.594
H2 7.927 -1.160 -0.886
H3 8.588 -2.803 -0.821
H4 6.433 -2.762 -2.075
H5 6.285 -3.724 -0.578
H6 4.413 -3.914 -1.960
H7 2.041 -4.233 -2.423
H8 -0.413 -1.872 -2.316
H9 -0.226 -3.631 -2.116
H10 -0.539 -3.112 0.346
H11 -1.730 -1.941 1.877
H12 -3.272 -2.327 1.081
H13 -3.381 -0.153 2.433
H14 -3.640 0.138 0.691
H15 -1.421 1.315 -0.876
H16 -0.786 2.692 0.076
H17 -3.663 1.129 -1.471
H18 -5.937 2.072 -1.634
H19 -6.488 4.148 -0.404
H20 -4.770 5.255 0.954
H21 -1.851 3.861 2.150
H22 -1.371 4.835 0.758
H23 -2.645 5.411 1.835
H24 1.105 -0.700 -0.231
H25 1.997 0.468 1.428
H26 2.373 1.382 -0.052
H27 3.416 1.549 1.385

***

3.
Density functional theory data (ωB97M-V with the def2-TZVPD basis set) for C5H10ClNO6RuS as an isolated structure.

Results
- Energy: -1655.33306 Eh
- LUMO energy (alpha / beta): -5.325 / -6.484 eV
- HOMO-LUMO gap (alpha / beta): 7.544 / 6.176 eV
- Total charge: +1
- 2S+1: 2
- Highest occupied orbital energy (alpha / beta): -12.9 / -12.7 eV

Positions of all 25 atoms, in Å:
Ru1 -0.340 0.210 0.485
C1 -0.822 2.776 -1.026
O1 -0.479 1.375 -1.184
C2 -1.076 0.699 -2.310
C3 -2.136 -0.218 -1.760
O2 -1.521 -0.969 -0.684
C4 -0.898 -2.222 -1.082
H1 -0.534 3.295 -1.938
H2 -0.238 3.150 -0.192
H3 -1.885 2.892 -0.829
H4 -0.275 0.145 -2.799
H5 -1.489 1.426 -3.008
H6 -2.519 -0.904 -2.513
H7 -2.956 0.327 -1.298
H8 -1.638 -2.807 -1.624
H9 -0.614 -2.733 -0.168
H10 -0.020 -2.036 -1.701
O3 3.113 -0.545 2.147
Cl1 1.837 -0.497 1.589
O4 0.871 0.352 2.351
O5 1.197 -1.774 1.386
O6 1.797 0.179 0.234
S1 -3.522 2.393 2.913
C5 -2.610 1.572 1.942
N1 -1.943 0.969 1.152

***

4.
Density functional theory data (ωB97M-V with the def2-TZVPD basis set) for a 7-piece molecular cluster, C48H60NO3 overall.

Results
- Energy: -2145.42899 Eh
- LUMO energy: 1.960 eV
- HOMO-LUMO gap: 4.014 eV
- Total charge: -1
- 2S+1: 1
- Highest occupied orbital energy: -2.1 eV

Positions of all 112 atoms, in Å:
C1 1.090 5.523 -0.129
C2 0.160 4.627 0.686
O1 0.906 4.060 1.738
C3 0.126 3.184 2.563
C4 0.568 1.731 2.403
C5 0.761 0.985 3.727
C6 1.416 -0.365 3.497
C7 1.804 -1.065 4.809
N1 2.842 -0.388 5.537
C8 4.019 -1.182 5.600
C9 4.924 -1.131 4.342
O2 5.201 -2.484 3.794
C10 5.171 -2.417 2.451
O3 6.135 -2.136 1.797
C11 3.821 -2.726 1.870
C12 3.630 -2.148 0.465
H1 1.993 5.668 0.448
H2 0.633 6.475 -0.370
H3 1.320 5.049 -1.077
H4 -0.615 5.262 1.130
H5 -0.316 3.866 0.067
H6 -0.918 3.265 2.275
H7 0.258 3.504 3.592
H8 1.509 1.683 1.867
H9 -0.172 1.179 1.823
H10 -0.217 0.843 4.189
H11 1.361 1.576 4.414
H12 0.722 -0.963 2.890
H13 2.328 -0.172 2.939
H14 2.098 -2.093 4.535
H15 0.882 -1.154 5.413
H16 4.637 -0.808 6.421
H17 3.822 -2.254 5.796
H18 4.483 -0.515 3.565
H19 5.896 -0.700 4.574
H20 3.090 -2.327 2.562
H21 3.723 -3.810 1.895
H22 2.684 -1.624 0.440
H23 3.634 -2.948 -0.267
H24 4.427 -1.461 0.225
C13 0.066 1.576 -2.596
C14 -0.651 0.523 -3.149
C15 -0.866 -0.633 -2.411
C16 -0.371 -0.734 -1.118
C17 0.343 0.319 -0.565
C18 0.563 1.473 -1.304
H25 0.240 2.476 -3.172
H26 -1.039 0.602 -4.157
H27 -1.419 -1.458 -2.844
H28 -0.539 -1.635 -0.541
H29 0.732 0.242 0.443
H30 1.126 2.291 -0.871
C19 -2.468 4.518 -2.387
C20 -2.815 3.845 -3.551
C21 -2.544 4.413 -4.788
C22 -1.922 5.652 -4.861
C23 -1.575 6.324 -3.697
C24 -1.851 5.759 -2.460
H31 -2.681 4.074 -1.422
H32 -3.296 2.877 -3.492
H33 -2.817 3.890 -5.695
H34 -1.706 6.093 -5.826
H35 -1.088 7.289 -3.754
H36 -1.585 6.284 -1.551
C25 -2.310 -6.382 -2.972
C26 -2.795 -6.073 -4.235
C27 -2.313 -4.963 -4.914
C28 -1.345 -4.160 -4.329
C29 -0.861 -4.467 -3.064
C30 -1.344 -5.577 -2.385
H37 -2.690 -7.245 -2.441
H38 -3.553 -6.698 -4.691
H39 -2.697 -4.720 -5.897
H40 -0.968 -3.293 -4.856
H41 -0.107 -3.838 -2.607
H42 -0.969 -5.812 -1.397
C31 -5.371 -4.123 -2.992
C32 -6.581 -4.773 -3.193
C33 -7.777 -4.101 -2.976
C34 -7.762 -2.777 -2.561
C35 -6.553 -2.126 -2.361
C36 -5.358 -2.799 -2.574
H43 -4.441 -4.646 -3.159
H44 -6.592 -5.805 -3.521
H45 -8.720 -4.610 -3.128
H46 -8.694 -2.252 -2.393
H47 -6.541 -1.093 -2.038
H48 -4.415 -2.293 -2.413
C37 8.272 -7.240 1.593
C38 7.890 -6.247 2.485
C39 7.066 -5.209 2.071
C40 6.618 -5.177 0.757
C41 6.996 -6.170 -0.136
C42 7.827 -7.201 0.280
H49 8.918 -8.044 1.922
H50 8.238 -6.281 3.510
H51 6.777 -4.427 2.758
H52 5.976 -4.369 0.430
H53 6.644 -6.138 -1.160
H54 8.126 -7.973 -0.418
C43 -4.572 7.345 0.717
C44 -3.590 6.580 1.329
C45 -3.203 6.855 2.633
C46 -3.806 7.893 3.329
C47 -4.791 8.658 2.718
C48 -5.172 8.386 1.412
H55 -4.868 7.131 -0.302
H56 -3.124 5.767 0.786
H57 -2.433 6.259 3.107
H58 -3.508 8.106 4.347
H59 -5.261 9.467 3.262
H60 -5.937 8.986 0.935

***

5.
Density functional theory data (ωB97M-V with the def2-TZVPD basis set) for C42H50I4N5O3P2Sc as an isolated structure at a distorted geometry.

Results
- Energy: -4764.20984 Eh
- LUMO energy (alpha / beta): -2.369 / -4.632 eV
- HOMO-LUMO gap (alpha / beta): 7.407 / 5.143 eV
- Total charge: +1
- 2S+1: 2
- Highest occupied orbital energy (alpha / beta): -9.8 / -9.8 eV

Positions of all 107 atoms, in Å:
Sc1 -0.380 -1.428 -0.694
O1 0.187 -0.914 0.975
C1 0.806 0.288 1.357
C2 0.491 0.566 2.833
C3 1.361 0.133 3.826
C4 1.102 0.359 5.168
C5 -0.032 1.053 5.539
C6 -0.940 1.453 4.572
C7 -0.719 1.201 3.218
P1 -2.071 1.474 1.993
C8 -1.699 3.098 1.240
C9 -0.503 3.786 1.417
C10 -0.261 4.955 0.709
C11 -1.200 5.435 -0.192
C12 -2.398 4.757 -0.369
C13 -2.644 3.594 0.340
C14 -3.470 1.909 3.118
C15 -4.013 0.883 3.895
C16 -5.065 1.118 4.763
C17 -5.599 2.395 4.874
C18 -5.078 3.420 4.102
C19 -4.026 3.182 3.225
H1 2.258 -0.410 3.552
H2 1.791 -0.003 5.921
H3 -0.224 1.277 6.580
H4 -1.834 1.978 4.877
H5 0.233 3.411 2.120
H6 0.667 5.494 0.857
H7 -0.996 6.332 -0.761
H8 -3.129 5.121 -1.080
H9 -3.572 3.053 0.184
H10 -3.580 -0.109 3.844
H11 -5.462 0.305 5.359
H12 -6.417 2.586 5.556
H13 -5.484 4.420 4.187
H14 -3.632 3.997 2.635
I1 -1.583 -2.945 3.375
C20 0.160 -4.019 2.895
I2 0.637 -4.132 0.787
H15 0.011 -5.037 3.228
H16 0.998 -3.556 3.399
I3 -0.741 0.767 -2.381
I4 -4.087 1.880 -4.147
C21 -2.134 -5.123 -3.984
C22 -2.641 -5.006 -2.698
C23 -2.084 -4.078 -1.840
N1 -1.083 -3.260 -2.190
C24 -0.590 -3.398 -3.423
C25 -1.075 -4.308 -4.347
H17 -2.557 -5.829 -4.686
H18 -3.460 -5.626 -2.362
H19 -2.457 -3.974 -0.828
H20 0.235 -2.754 -3.685
H21 -0.623 -4.365 -5.327
O2 1.547 -1.598 -1.424
P2 2.637 -0.568 -1.592
N2 2.434 0.637 -0.469
C26 2.971 2.001 -0.535
C27 3.913 2.086 0.657
C28 3.157 1.302 1.730
C29 2.307 0.264 0.966
N3 4.064 -1.395 -1.451
C30 4.224 -2.683 -0.767
C31 5.556 -2.534 -0.043
C32 6.384 -1.721 -1.044
C33 5.367 -0.757 -1.668
N4 2.605 0.122 -3.082
C34 2.238 -0.756 -4.203
C35 2.198 0.188 -5.394
C36 3.375 1.116 -5.100
C37 3.252 1.345 -3.594
H22 2.146 2.714 -0.424
H23 3.465 2.197 -1.478
H24 4.106 3.115 0.958
H25 4.868 1.607 0.427
H26 2.501 1.974 2.281
H27 3.831 0.831 2.443
H28 0.387 1.131 0.782
H29 2.670 -0.761 1.105
H30 4.273 -3.497 -1.499
H31 3.386 -2.882 -0.100
H32 6.005 -3.496 0.198
H33 5.420 -1.965 0.880
H34 6.788 -2.385 -1.809
H35 7.215 -1.195 -0.580
H36 5.564 -0.608 -2.733
H37 5.402 0.224 -1.180
H38 1.271 -1.211 -4.014
H39 2.981 -1.551 -4.352
H40 1.263 0.751 -5.380
H41 2.290 -0.339 -6.342
H42 3.329 2.051 -5.654
H43 4.314 0.612 -5.336
H44 2.602 2.203 -3.401
H45 4.230 1.516 -3.142
O3 -2.417 -1.591 -0.263
N5 -3.691 -1.344 -0.391
C38 -4.493 -1.451 0.682
C39 -5.845 -1.218 0.584
C40 -6.396 -0.892 -0.646
C41 -5.550 -0.786 -1.739
C42 -4.198 -1.006 -1.588
H46 -4.011 -1.742 1.598
H47 -6.454 -1.297 1.472
H48 -7.459 -0.728 -0.755
H49 -5.924 -0.520 -2.715
H50 -3.491 -0.916 -2.399

***

6.
Density functional theory data (ωB97M-V with the def2-TZVPD basis set) for C13H25LuO as an isolated structure at a distorted geometry.

Results
- Energy: -1820.34299 Eh
- LUMO energy (alpha / beta): -10.745 / -10.686 eV
- HOMO-LUMO gap (alpha / beta): 4.751 / 4.760 eV
- Total charge: +2
- 2S+1: 1
- Highest occupied orbital energy (alpha / beta): -15.5 / -15.4 eV

Positions of all 40 atoms, in Å:
C1 1.538 2.126 -0.211
H1 2.274 2.142 0.605
H2 1.888 1.794 -1.168
H3 1.757 -0.417 1.238
C2 0.336 2.959 -0.088
H4 -0.659 2.422 -0.333
H5 0.226 3.235 0.946
C3 0.466 4.218 -0.977
H6 -0.464 4.828 -0.905
H7 1.418 4.699 -0.657
H8 0.651 3.819 -2.002
C4 -0.868 -1.684 0.745
C5 -1.538 -0.932 -0.267
C6 -0.581 -0.650 -1.290
C7 0.669 -1.247 -0.934
C8 0.522 -1.825 0.384
C9 1.580 -2.501 1.215
C10 1.922 -1.169 -1.737
C11 -0.879 0.056 -2.574
C12 -3.003 -0.702 -0.344
C13 -1.559 -2.327 1.905
Lu1 0.363 0.555 0.689
H9 2.804 -1.343 -1.111
H10 1.838 -1.950 -2.507
H11 2.049 -0.199 -2.234
H12 2.540 -2.029 1.024
H13 1.400 -2.359 2.280
H14 1.630 -3.559 0.969
H15 -2.228 -1.615 2.401
H16 -2.182 -3.191 1.610
H17 -0.854 -2.683 2.666
H18 -3.203 0.142 -0.979
H19 -3.552 -1.556 -0.736
H20 -3.395 -0.457 0.628
H21 -0.107 0.798 -2.835
H22 -0.937 -0.675 -3.398
H23 -1.841 0.584 -2.524
O1 -0.035 0.322 3.098
H24 0.129 -0.527 3.528
H25 -0.118 0.901 3.880

***

7.
Density functional theory data (ωB97M-V with the def2-TZVPD basis set) for an isolated molecule of C27H45BClNO6S at a distorted geometry.

Results
- Energy: -2445.07218 Eh
- LUMO energy: -0.371 eV
- HOMO-LUMO gap: 7.964 eV
- Total charge: 0
- 2S+1: 1
- Highest occupied orbital energy: -8.3 eV

Positions of all 82 atoms, in Å:
C1 -6.474 1.946 0.419
C2 -5.623 2.311 -0.327
C3 -4.581 2.621 -1.325
C4 -3.423 1.540 -1.379
C5 -3.155 1.243 0.143
B1 -1.745 0.661 0.603
O1 -1.269 -0.601 0.371
O2 -0.897 1.471 1.385
C6 -4.107 0.375 -2.100
Cl1 -3.494 -1.280 -1.668
C7 -4.332 0.388 -3.615
N1 -5.473 1.279 -4.017
C8 -6.121 0.805 -4.932
O3 -6.635 0.411 -5.889
O4 -3.238 0.565 -4.491
S1 -2.592 2.104 -4.674
O5 -3.406 2.797 -5.634
O6 -2.881 2.924 -3.286
C9 -2.246 2.284 -2.088
C10 -1.041 1.502 -2.600
C11 -0.742 0.167 -2.536
C12 -1.687 3.501 -1.292
C13 -0.211 3.470 -0.849
C14 0.729 4.216 -1.850
C15 1.985 3.419 -2.202
C16 2.905 3.162 -0.969
C17 2.838 1.681 -0.536
C18 4.150 1.153 0.069
C19 3.896 -0.302 0.562
C20 4.752 -0.724 1.779
C21 3.878 -1.310 2.908
C22 3.625 -2.827 2.731
C23 3.353 -3.546 4.075
C24 1.854 -3.858 4.332
C25 1.570 -5.368 4.269
C26 1.524 -5.909 2.831
C27 1.041 -7.383 2.833
H1 -7.371 1.546 0.823
H2 -5.109 2.718 -2.272
H3 -4.214 3.613 -1.060
H4 -3.902 0.518 0.474
H5 -3.253 2.181 0.687
H6 -0.307 -0.604 0.286
H7 -1.321 1.694 2.223
H8 -5.119 0.309 -1.702
H9 -4.689 -0.620 -3.836
H10 -0.287 2.116 -3.099
H11 -1.332 -0.571 -3.071
H12 0.064 -0.239 -1.925
H13 -1.841 4.408 -1.878
H14 -2.288 3.654 -0.395
H15 0.189 2.505 -0.559
H16 -0.165 4.083 0.057
H17 0.987 5.213 -1.487
H18 0.162 4.382 -2.774
H19 2.566 4.013 -2.916
H20 1.774 2.474 -2.705
H21 2.677 3.858 -0.161
H22 3.931 3.340 -1.306
H23 2.591 1.009 -1.362
H24 2.058 1.593 0.230
H25 4.488 1.763 0.908
H26 4.901 1.086 -0.722
H27 2.839 -0.344 0.844
H28 4.017 -1.000 -0.271
H29 5.484 -1.469 1.456
H30 5.331 0.115 2.173
H31 2.898 -0.825 2.900
H32 4.363 -1.122 3.869
H33 4.492 -3.279 2.243
H34 2.759 -2.933 2.071
H35 3.909 -4.486 4.087
H36 3.708 -2.902 4.881
H37 1.207 -3.357 3.608
H38 1.608 -3.527 5.344
H39 0.586 -5.557 4.715
H40 2.297 -5.919 4.872
H41 2.545 -5.865 2.443
H42 0.845 -5.307 2.226
H43 0.610 -7.647 3.801
H44 1.893 -8.050 2.681
H45 0.315 -7.558 2.041

***

8.
Density functional theory data (ωB97M-V with the def2-TZVPD basis set) for an isolated molecule of C4H11NO at a distorted geometry.

Results
- Energy: -288.98692 Eh
- SMILES: C[C@H](CN)CO
- LUMO energy: 0.906 eV
- HOMO-LUMO gap: 10.335 eV
- Total charge: 0
- 2S+1: 1
- Highest occupied orbital energy: -9.4 eV

Positions of all 17 atoms, in Å:
C1 0.354 0.335 -1.920
C2 0.434 0.518 -0.381
C3 0.994 -0.735 0.289
N1 0.053 -1.851 0.138
C4 -0.923 0.909 0.211
O1 -0.958 0.865 1.611
H1 1.369 0.191 -2.298
H2 -0.004 1.258 -2.416
H3 -0.256 -0.498 -2.224
H4 1.129 1.348 -0.168
H5 1.940 -0.973 -0.235
H6 1.234 -0.496 1.348
H7 0.541 -2.707 0.384
H8 -0.683 -1.760 0.852
H9 -1.694 0.181 -0.098
H10 -1.219 1.923 -0.156
H11 -0.214 1.405 1.965

***

9.
Density functional theory data (ωB97M-V with the def2-TZVPD basis set) for a 5-piece molecular cluster, C8H27NO5 overall at a distorted geometry.

Results
- Energy: -751.89526 Eh
- SMILES: COC[C@H](C)N.CCO.CCO.O.O
- LUMO energy: 0.796 eV
- HOMO-LUMO gap: 10.163 eV
- Total charge: 0
- 2S+1: 1
- Highest occupied orbital energy: -9.4 eV

Positions of all 41 atoms, in Å:
C1 1.739 -1.345 -0.848
O1 0.799 -1.635 0.210
C2 0.700 -2.954 0.642
C3 0.292 -3.985 -0.417
C4 -1.063 -3.572 -0.917
N1 0.235 -5.397 -0.067
H1 1.445 -1.868 -1.770
H2 2.729 -1.525 -0.437
H3 1.731 -0.274 -1.022
H4 1.671 -3.224 1.105
H5 -0.061 -2.967 1.413
H6 1.064 -3.946 -1.240
H7 -0.983 -2.618 -1.459
H8 -1.833 -3.476 -0.117
H9 -1.475 -4.300 -1.707
H10 -0.155 -5.746 0.789
H11 1.154 -5.860 -0.051
C5 -0.718 5.250 0.921
C6 0.007 4.134 1.591
O2 -0.912 2.997 1.710
H12 -0.115 6.123 1.062
H13 -1.756 5.457 1.362
H14 -1.020 5.108 -0.134
H15 0.363 4.370 2.581
H16 0.883 3.812 1.086
H17 -0.459 2.218 1.993
C7 -1.854 -0.040 -0.258
C8 -1.265 0.685 -1.430
O3 -0.637 1.936 -1.147
H18 -2.608 -0.690 -0.673
H19 -2.254 0.669 0.430
H20 -1.079 -0.536 0.243
H21 -1.967 0.956 -2.144
H22 -0.582 -0.067 -1.838
H23 -1.001 2.317 -0.341
O4 1.953 2.252 -0.917
H24 1.880 3.178 -1.096
H25 1.020 1.998 -0.786
O5 1.191 0.987 1.566
H26 1.821 1.433 0.989
H27 1.120 0.142 1.125

***

10.
Density functional theory data (ωB97M-V with the def2-TZVPD basis set) for an isolated molecule of CH3NO3S at a distorted geometry.

Results
- Energy: -718.51582 Eh
- SMILES: O=CN[SH](=O)=O
- LUMO energy: 0.429 eV
- HOMO-LUMO gap: 11.460 eV
- Total charge: 0
- 2S+1: 1
- Highest occupied orbital energy: -11.0 eV

Positions of all 9 atoms, in Å:
O1 -1.655 -0.866 -0.484
C1 -0.915 -0.101 -1.067
N1 0.222 0.405 -0.563
S1 0.687 -0.081 0.978
O2 1.005 -1.436 1.099
O3 1.567 0.836 1.605
H1 -1.137 0.349 -2.016
H2 0.931 0.829 -1.090
H3 -0.705 0.066 1.538